1.
DFT (the ωB97M-V functional and the def2-TZVPD basis) results for the molecule C5H4N4O2S at a distorted geometry.

Values from the calculation:
HOMO level (eV): -8.107
Calculated total energy (eV): -26132.789
Relative energy (zero: lowest compared OMol25 entry of this formula, charge and spin) (kcal/mol): 189.44
Maximum force (eV/A): 4.44
Net charge: 0

Geometry as XYZ:
```
16
Properties=species:S:1:pos:R:3:forces:R:3:lowdin_charge:R:1
C 1.491780 -1.985327 -0.080433 0.8 -1.7 0.5 -0.17
C -1.030023 1.307539 -1.267507 1.6 -1.6 3.8 0.13
C 0.595131 -0.899418 0.091741 0.0 -0.2 -0.7 -0.22
C 0.950280 0.421897 -0.244294 -1.5 -0.5 0.1 -0.27
C -1.717105 -0.278111 0.533915 -0.5 -1.0 -2.1 -0.55
N 2.144033 -2.948308 -0.132116 -0.8 1.3 -0.1 0.16
N 0.147618 1.154880 -0.979731 -1.1 0.2 -0.9 0.09
N -0.740029 -1.191158 0.166326 -1.3 2.3 0.9 0.01
N 2.189021 0.982405 0.076026 1.5 0.8 0.0 -0.34
O 2.386217 2.129752 -0.315402 0.4 -0.7 0.5 0.08
O 2.967269 0.264546 0.691560 -0.1 0.7 -0.2 0.09
S -1.426173 0.799571 1.866717 0.1 0.2 0.4 0.80
H -1.550473 1.299688 -2.143884 -1.0 0.5 -2.5 0.04
H -2.723089 -0.703124 0.249027 1.1 0.9 0.8 0.10
H -1.193712 -1.982163 -0.241463 0.7 -0.9 -0.4 0.15
H -2.490743 1.627326 1.729514 0.3 -0.4 -0.3 -0.10
```
Forces are in eV/Å.


2.
DFT (the ωB97M-V functional and the def2-TZVPD basis) results for the ion C5H4N4O2S2 with charge -2 at a distorted geometry.

Values from the calculation:
SMILES: Cn1cnc2c1=S([O-])([O-])=NC(=S)N=2
HOMO level (eV): 0.578
Calculated total energy (eV): -36973.000
Relative energy (zero: lowest compared OMol25 entry of this formula, charge and spin) (kcal/mol): 12.24
Maximum force (eV/A): 3.09
Net charge: -2

Geometry as XYZ:
```
17
Properties=species:S:1:pos:R:3:forces:R:3:lowdin_charge:R:1
C 1.964663 -1.391800 0.868156 -0.1 -1.3 -0.8 -0.07
N 1.315309 -0.320945 0.185588 -1.2 -2.3 1.3 -0.19
C 1.911550 0.524594 -0.623780 -1.7 1.5 -0.1 -0.24
N 1.149503 1.531696 -0.968051 1.5 -0.4 -0.1 0.11
C -0.035714 1.250493 -0.334955 -1.1 1.5 -0.7 -0.45
C 0.038220 0.151458 0.510671 -2.4 -0.5 -0.8 -0.10
S -1.927272 -0.687205 0.387395 1.6 0.0 1.0 0.57
O -1.971516 -1.961742 -0.294553 0.8 -0.6 -0.9 -0.41
O -2.371464 -0.889700 1.760463 0.2 0.8 0.3 -0.43
N -2.710428 0.395860 -0.401161 -0.4 -2.8 1.2 -0.18
C -2.259181 1.527147 -0.839986 1.0 2.9 -0.2 -1.15
S -3.323741 2.576462 -1.607883 -2.1 1.1 -1.1 0.24
N -1.044064 2.035229 -0.757958 0.6 -0.5 0.5 -0.01
H 1.277802 -1.881995 1.567757 0.3 0.7 0.3 0.09
H 2.216902 -2.243379 0.199052 0.0 0.5 -0.1 0.08
H 2.889097 -0.999469 1.254951 0.4 -0.3 0.9 0.07
H 2.880335 0.383297 -0.905703 2.7 -0.3 -0.7 0.08
```
Forces are in eV/Å.


3.
DFT (the ωB97M-V functional and the def2-TZVPD basis) results for the molecule C5H4N4O6 at a distorted geometry.

Values from the calculation:
HOMO level (alpha / beta) (eV): -8.127 / -10.899
Calculated total energy (eV): -23484.859
Maximum force (eV/A): 4.72
Net charge: 0
2S+1: 3
⟨S²⟩: 2.013

Geometry as XYZ:
```
19
Properties=species:S:1:pos:R:3:forces:R:3:lowdin_spin:R:1
C 2.267693 -1.168518 -1.745034 -3.0 0.8 0.0 0.01
C 2.478587 1.420292 -0.067477 -1.8 1.2 0.8 0.07
C 0.788676 -0.311003 0.022105 -0.6 -0.8 -0.8 0.01
C 3.298566 0.254254 0.116389 1.1 1.6 -1.5 0.52
C -0.737623 -0.520385 0.141933 -1.7 1.8 0.3 0.00
N 1.194847 -1.050440 -1.180039 -0.2 0.6 0.1 0.03
N 1.096053 1.095558 0.045519 3.5 -2.7 -0.3 0.01
N 2.877109 -0.745444 0.905269 -3.2 -2.8 2.1 0.43
N 4.733281 0.246534 0.254368 -1.0 1.0 -1.8 0.01
O 3.572005 -1.574190 1.501664 1.0 -1.0 0.2 0.59
O 5.073522 0.577691 1.326682 1.6 1.0 2.6 0.07
O 3.033362 -1.282550 -2.580095 2.5 -0.7 -1.3 0.01
O 2.919149 2.547816 -0.101803 0.1 -0.1 -0.6 0.16
O 1.512527 -0.964482 1.013453 -0.6 -0.2 2.1 0.04
O 5.380753 -0.076843 -0.689225 1.0 -0.5 -1.0 0.03
H -1.327315 0.076207 0.953229 1.8 -0.9 -0.9 0.00
H -1.097213 -1.570125 0.256772 0.7 0.8 -0.6 0.00
H -1.120391 0.022577 -0.791510 0.3 -1.4 0.9 0.00
H 0.342832 1.674691 -0.069136 -1.5 2.2 -0.4 0.00
```
Forces are in eV/Å.


4.
DFT (the ωB97M-V functional and the def2-TZVPD basis) results for a structure of composition C5H4NO3S2 at a distorted geometry.

Values from the calculation:
HOMO level (eV): -2.719
Calculated total energy (eV): -34553.899
Relative energy (zero: lowest compared OMol25 entry of this formula, charge and spin) (kcal/mol): 4.06
Maximum force (eV/A): 1.26
Net charge: -1

Geometry as XYZ:
```
15
Properties=species:S:1:pos:R:3:forces:R:3:lowdin_charge:R:1
C -1.443438 -0.253805 -0.620927 -0.2 0.0 -0.4 -0.98
C -2.570491 -0.062782 -1.305001 0.0 0.0 0.1 -0.14
C 1.814619 -0.887932 0.847743 0.0 0.3 0.5 -0.72
C -0.072739 -0.004333 3.011115 0.2 0.0 -0.5 -0.52
C 0.458998 -0.561116 0.677601 -0.3 0.0 0.0 -0.83
N 2.696894 0.211684 0.858649 0.2 0.1 -0.2 0.09
O -1.062361 -0.596319 3.108230 -1.1 -0.6 0.2 0.14
O 2.240124 -2.017396 1.115129 0.2 -0.3 -0.2 -0.06
O 0.835016 0.687727 3.233205 0.9 0.8 0.4 0.13
S -0.172850 0.889023 -0.215615 0.0 -0.4 0.2 0.83
S -0.779927 -1.721211 0.074641 0.4 0.4 0.1 0.87
H -3.242854 -0.883623 -1.482768 -0.2 -0.2 0.0 0.03
H -2.837814 0.907632 -1.685931 0.0 0.2 -0.1 0.03
H 2.261568 1.104406 1.050070 0.1 -0.1 0.1 0.05
H 3.509617 0.043355 1.437349 -0.2 0.0 0.0 0.08
```
Forces are in eV/Å.


5.
DFT (the ωB97M-V functional and the def2-TZVPD basis) results for the molecule C5H4O at a distorted geometry.

Values from the calculation:
SMILES: C#CC(=C)C=O
HOMO level (eV): -9.857
Calculated total energy (eV): -7293.825
Relative energy (zero: lowest compared OMol25 entry of this formula, charge and spin) (kcal/mol): 43.43
Maximum force (eV/A): 4.44
Net charge: 0

Geometry as XYZ:
```
10
Properties=species:S:1:pos:R:3:forces:R:3:lowdin_charge:R:1
C -0.359351 1.305888 -1.989112 -1.1 -1.0 1.7 0.14
C -0.449853 0.620048 -0.967017 1.7 1.0 -2.0 -0.07
C -0.028819 -0.197997 0.180663 -1.7 2.0 -2.8 -0.33
C -0.921128 -0.794434 0.912726 -2.9 -2.6 2.1 0.07
C 1.351362 -0.212486 0.595156 -0.1 0.2 0.7 -0.27
O 2.236022 0.383558 0.066902 0.9 0.0 -0.1 0.10
H -0.549486 1.929084 -2.865860 0.3 -0.6 0.8 0.04
H -0.593188 -1.435052 1.771140 -0.2 0.8 -0.7 0.09
H -2.054044 -0.853088 0.738336 2.0 0.5 0.0 0.12
H 1.368485 -0.745521 1.557065 1.0 -0.3 0.2 0.12
```
Forces are in eV/Å.


6.
DFT (the ωB97M-V functional and the def2-TZVPD basis) results for the molecule C5H4O at a distorted geometry.

Values from the calculation:
SMILES: C#CC#CCO
HOMO level (eV): -9.395
Calculated total energy (eV): -7292.578
Relative energy (zero: lowest compared OMol25 entry of this formula, charge and spin) (kcal/mol): 72.18
Maximum force (eV/A): 4.64
Net charge: 0

Geometry as XYZ:
```
10
Properties=species:S:1:pos:R:3:forces:R:3:lowdin_charge:R:1
C -3.509988 -0.281995 -0.117036 4.5 0.9 0.7 0.14
C -2.297576 -0.057361 0.022550 -3.1 -1.1 -1.2 -0.14
C -0.916934 0.017708 -0.098981 1.7 0.4 0.9 -0.06
C 0.303175 0.121694 -0.034029 -1.8 0.4 -0.1 0.03
C 1.740998 0.460595 -0.063583 0.0 -1.1 0.5 -0.27
O 2.572203 -0.712589 -0.226450 0.1 -1.2 3.4 -0.13
H -4.520580 -0.522499 -0.212771 -0.9 -0.1 0.0 0.01
H 2.086041 0.983982 0.819572 -0.4 0.1 0.5 0.11
H 1.889176 1.200243 -0.841886 0.3 -0.4 -0.7 0.12
H 2.653489 -1.209774 0.752613 -0.5 2.2 -4.0 0.19
```
Forces are in eV/Å.


7.
DFT (the ωB97M-V functional and the def2-TZVPD basis) results for the molecule C5H4O2 at a distorted geometry.

Values from the calculation:
SMILES: C=C[C@H]1OC1=C=O
HOMO level (alpha / beta) (eV): -8.394 / -8.396
Calculated total energy (eV): -9339.451
Relative energy (zero: lowest compared OMol25 entry of this formula, charge and spin) (kcal/mol): 109.09
Maximum force (eV/A): 3.30
Net charge: 0

Geometry as XYZ:
```
11
Properties=species:S:1:pos:R:3:forces:R:3:lowdin_charge:R:1
C -1.726221 -0.342524 0.854687 -0.9 -0.8 0.0 0.02
C -0.961108 -0.106746 -0.181218 -2.1 0.0 -1.1 -0.16
C 0.153641 0.798466 -0.398540 0.9 -0.1 -1.0 -0.23
O 1.119967 1.151946 0.628890 -1.2 0.7 0.5 0.03
C 1.602901 0.440781 -0.387032 1.4 -1.3 -0.3 -0.14
C 2.416021 -0.879043 -0.187523 -2.5 2.0 -0.6 -0.05
O 3.282822 -1.424415 -0.698255 1.0 -0.6 0.0 0.14
H -2.712475 -0.824987 0.795466 0.7 0.1 -0.3 0.08
H -1.444325 -0.062976 1.801602 0.7 0.6 2.3 0.04
H -1.551044 -0.335805 -1.077464 1.0 -0.1 -0.4 0.11
H -0.180174 1.585300 -1.150618 1.0 -0.6 1.2 0.17
```
Forces are in eV/Å.


8.
DFT (the ωB97M-V functional and the def2-TZVPD basis) results for the molecule C5H4O2.

Values from the calculation:
HOMO level (eV): -8.762
Calculated total energy (eV): -9340.425
Relative energy (zero: lowest compared OMol25 entry of this formula, charge and spin) (kcal/mol): 86.65
Maximum force (eV/A): 0.76
Net charge: 0

Geometry as XYZ:
```
11
Properties=species:S:1:pos:R:3:forces:R:3:lowdin_charge:R:1
O -0.613460 2.318712 -0.177944 0.1 -0.4 0.1 0.14
C -0.367696 1.145525 -0.097077 -0.1 0.5 -0.2 -0.32
C -1.315502 -0.029695 -0.235170 0.6 -0.4 0.2 -0.15
C -0.538990 -1.329770 -0.174853 0.3 0.3 -0.1 0.10
C 0.894745 -0.954575 0.121235 0.1 -0.2 0.1 -0.16
C 1.051352 0.556469 0.159726 0.3 0.0 0.3 -0.32
O 2.036147 1.206865 0.381952 -0.4 -0.2 -0.2 0.14
H -2.045573 -0.043816 0.589990 0.1 -0.1 -0.1 0.14
H -1.943060 0.005098 -1.134222 0.1 0.0 0.1 0.13
H 1.655426 -1.449544 -0.526456 -0.7 0.2 0.1 0.14
H 1.186615 -1.425265 1.092820 -0.4 0.3 -0.3 0.15
```
Forces are in eV/Å.


> Which of these has the lowest maximum force?

number 8